Record 1
The following is a DFT calculation (ωB97M-V/def2-TZVPD) of the ion CO4S2 with charge -2.

Last column: Löwdin charge in e.
Geometry (Å):
O1 -0.758 -1.069 1.267  -0.4895
O2 1.232 0.871 -1.485  -0.3603
O3 -1.628 1.057 0.402  -0.4538
S1 -0.819 -0.168 0.104  0.3659
O4 -1.218 -0.940 -1.100  -0.4505
S2 2.147 -0.006 1.006  0.3795
C1 1.043 0.255 -0.194  -0.9912

Cartesian forces (eV/Å) of the 2 atoms listed first:
O -0.18 0.42 -0.02
O -0.73 -3.21 6.60

HOMO level (eV): -0.1
HOMO-LUMO gap (eV): 6.1
Charge: -2
ΔE to the lowest compared entry with this formula, charge and spin (eV): 1.112



Record 2
The following is a DFT calculation (ωB97M-V/def2-TZVPD) of the ion CO4S3 with charge -2.

Last column: Löwdin charge in e.
Geometry (Å):
S1 2.331 -1.425 0.173  0.0346
O1 0.959 0.720 1.332  -0.4401
C1 -1.499 0.002 0.014  -1.2034
O2 -0.281 -0.404 -0.574  -0.3641
O3 -1.656 1.129 0.427  -0.0876
O4 1.690 0.929 -1.125  -0.4701
S2 1.141 0.146 -0.006  0.1187
S3 -2.686 -1.099 -0.241  0.4120

Cartesian forces (eV/Å) of the 2 atoms listed first:
S -0.03 -0.74 0.02
O -0.16 0.15 -1.64

HOMO level (eV): -0.4
HOMO-LUMO gap (eV): 6.2
Charge: -2
ΔE to the lowest compared entry with this formula, charge and spin (eV): 0.358



Record 3
The following is a DFT calculation (ωB97M-V/def2-TZVPD) of a cluster of 2 separate species, COPS2 in total.

Last column: Löwdin charge in e.
Geometry (Å):
O1 -1.226 -0.747 0.217  -0.0400
S1 2.860 -1.168 0.379  -0.4367
S2 -1.894 1.751 -0.015  0.6867
C1 -1.234 0.398 0.149  -1.1098
P1 1.495 -0.233 -0.730  -0.1002

Cartesian forces (eV/Å) of the 2 atoms listed first:
O 0.42 -1.74 0.56
S -0.33 0.23 -0.15

HOMO level (alpha / beta) (eV): -1.7 / -1.8
HOMO-LUMO gap (alpha / beta) (eV): 4.7 / 4.8
Charge: -1
ΔE to the lowest compared entry with this formula, charge and spin (eV): 1.926



Record 4
The following is a DFT calculation (ωB97M-V/def2-TZVPD) of a structure of composition Ca4H4N2O8.

Last column: Löwdin charge in e.
Geometry (Å):
O1 -0.834 -1.162 -0.675  -0.3445
N1 -0.333 -0.299 -1.414  -0.7244
H1 0.753 3.201 1.347  0.1037
H2 0.230 1.798 1.572  0.0338
O2 -0.834 0.878 3.147  0.0758
Ca1 1.090 -2.263 1.126  1.7822
O3 -1.459 -0.841 4.099  0.1614
O4 -0.003 2.639 1.177  -0.1382
Ca2 -0.674 -1.146 -4.829  1.7848
O5 -0.520 0.857 -1.094  -0.1421
Ca3 -1.572 3.082 -0.528  1.7952
O6 -0.747 -0.892 2.139  -0.2460
O7 2.912 -0.624 -2.217  -0.0259
O8 0.129 -0.536 -2.494  -0.1713
N2 -0.992 -0.295 3.161  -0.7052
H3 2.174 -1.216 -2.361  -0.0286
H4 3.666 -1.203 -2.106  0.0643
Ca4 -2.987 -1.977 -0.049  1.7250

Cartesian forces (eV/Å) of the 2 atoms listed first:
O -1.93 -4.66 2.16
N 0.75 2.23 1.57

HOMO level (alpha / beta) (eV): -21.9 / -22.7
HOMO-LUMO gap (alpha / beta) (eV): 5.0 / 5.5
2S+1: 2
Charge: +5



Record 5
The following is a DFT calculation (ωB97M-V/def2-TZVPD) of a structure of composition CaHORb.

Last column: Löwdin charge in e.
Geometry (Å):
Ca1 -2.120 -0.620 -0.019  1.7211
H1 0.234 0.229 1.109  -0.0342
O1 -0.188 0.024 0.270  -0.7341
Rb1 2.075 0.367 -1.360  1.0472

Cartesian forces (eV/Å) of the 2 atoms listed first:
Ca 0.46 0.22 0.27
H 0.06 0.06 0.10

HOMO level (eV): -19.1
HOMO-LUMO gap (eV): 10.0
Charge: +2
ΔE to the lowest compared entry with this formula, charge and spin (eV): 0.000



Record 6
The following is a DFT calculation (ωB97M-V/def2-TZVPD) of a structure of composition Cd4N6O18.

Last column: Löwdin charge in e.
Geometry (Å):
N1 -2.498 -3.294 -0.232  -0.6993
O1 2.617 2.772 1.111  -0.0580
O2 0.039 -1.220 -0.012  -0.2184
O3 -3.267 -3.995 0.436  0.0904
Cd1 -3.076 1.138 1.019  1.6640
N2 -0.252 -0.005 0.068  -0.4993
O4 0.633 0.748 0.186  -0.0326
Cd2 -0.038 -2.814 -2.103  1.5774
O5 -0.610 3.164 -2.531  0.0545
O6 3.367 3.455 3.053  0.1578
Cd3 0.822 -3.201 1.902  1.3450
O7 1.383 -1.487 -3.052  -0.2129
O8 3.216 1.494 2.623  0.0353
O9 -2.604 -0.527 2.422  -0.1826
O10 -1.186 -2.102 2.780  -0.1655
O11 -0.338 4.684 -1.119  0.1518
O12 1.574 0.535 -2.527  -0.1225
N3 2.069 -0.434 -3.198  -0.4779
O13 -3.206 -2.361 3.445  0.0842
N4 0.131 3.757 -1.684  -0.6281
O14 -1.540 -3.799 -0.745  -0.1628
N5 3.023 2.647 2.194  -0.6212
N6 -2.289 -1.641 2.886  -0.5513
O15 -2.731 -2.176 -0.391  0.0141
Cd4 2.496 1.528 -0.652  1.5494
O16 1.105 3.166 -1.381  -0.0804
O17 -1.501 0.332 -0.190  -0.1662
O18 2.658 -0.363 -4.308  0.1552

Cartesian forces (eV/Å) of the 2 atoms listed first:
N -6.57 -2.25 4.20
O -2.57 2.80 -6.99

HOMO level (eV): -14.3
HOMO-LUMO gap (eV): 2.0
Charge: +2
ΔE to the lowest compared entry with this formula, charge and spin (eV): 3.912



Record 7
The following is a DFT calculation (ωB97M-V/def2-TZVPD) of a structure of composition CdH40O20.

Last column: Löwdin charge in e.
Geometry (Å):
H1 -0.560 -1.060 5.643  0.0593
H2 -1.319 2.070 -1.459  0.0223
H3 0.620 -4.809 0.424  0.0543
Cd1 -0.469 -0.027 0.367  1.3119
H4 0.962 -4.727 -1.048  0.0610
H5 -0.110 -2.594 -0.754  0.0086
O1 2.088 2.977 -2.366  -0.0226
O2 3.833 -0.405 -0.533  -0.0198
H6 -1.340 4.348 -2.386  0.0532
H7 -2.666 -1.343 1.340  -0.0013
H8 1.174 -1.318 2.055  0.0341
H9 1.890 -1.960 -3.510  0.0343
O3 2.286 -3.136 2.007  -0.0255
H10 2.340 0.183 0.233  0.0232
H11 -2.996 -2.987 3.176  0.0710
H12 2.562 -2.825 -2.465  0.0595
H13 -2.092 4.048 -0.576  0.0579
H14 -1.281 -0.390 -4.676  0.0706
O4 -1.197 1.128 -1.340  -0.0747
O5 2.913 2.943 0.459  -0.0270
O6 -1.405 -0.226 -3.741  -0.0214
O7 0.326 -0.873 2.045  -0.0908
O8 1.473 0.469 -0.056  -0.1203
H15 -1.220 2.431 1.011  -0.0162
H16 4.676 -0.281 -0.970  0.0875
H17 -1.494 4.611 0.696  0.0901
H18 1.636 1.287 -0.526  0.0273
O9 2.979 -0.087 -3.431  -0.0397
H19 2.475 3.792 0.524  0.0574
O10 -0.815 -0.775 4.766  -0.0333
H20 2.213 -4.032 2.338  0.0565
O11 0.537 -4.241 -0.341  -0.0281
O12 -4.053 -2.085 -1.173  -0.0207
H21 -1.102 0.785 -2.229  0.0126
H22 -0.442 3.974 -3.546  0.0817
H23 -0.627 2.038 2.347  0.0592
H24 1.230 3.358 -2.554  -0.0106
H25 3.140 -3.109 1.577  0.0436
H26 -1.656 -1.076 -3.379  0.0413
H27 3.234 2.769 1.344  0.0645
H28 0.458 -1.678 -1.817  0.0108
O13 -1.682 3.786 0.248  -0.0032
O14 -0.087 -1.678 -1.030  -0.1081
O15 -1.874 2.158 4.548  -0.0338
H29 -3.493 -2.440 -1.863  0.0509
H30 -2.692 2.233 4.057  0.0518
O16 -0.720 1.738 1.443  -0.0971
H31 -2.105 2.415 5.440  0.0591
H32 3.974 -1.148 0.054  0.0602
H33 2.919 -0.266 -2.492  -0.0135
O17 -0.567 3.829 -2.608  -0.0264
H34 -2.937 -1.063 -0.123  0.0107
O18 1.706 -2.619 -2.841  -0.0284
H35 0.086 -0.794 2.968  0.0319
O19 -2.374 -0.803 0.606  -0.1054
H36 -4.155 -2.085 2.809  0.0700
H37 3.006 0.868 -3.492  0.0317
H38 -1.266 0.058 4.905  0.0094
H39 2.204 3.098 -1.424  -0.0122
O20 -3.200 -2.147 2.767  -0.0180
H40 -4.943 -2.308 -1.446  0.0686

Cartesian forces (eV/Å) of the 2 atoms listed first:
H 0.18 -0.20 0.21
H 0.20 0.33 -0.07

HOMO level (eV): -15.8
HOMO-LUMO gap (eV): 11.0
Charge: +2



Record 8
The following is a DFT calculation (ωB97M-V/def2-TZVPD) of a cluster of 2 separate species, Cl2F2 in total.

Last column: Löwdin charge in e.
Geometry (Å):
Cl1 0.583 -1.394 -0.439  0.6978
Cl2 -0.381 1.654 0.512  0.6404
F1 0.512 0.379 1.034  -0.7408
F2 -0.714 -0.640 -1.106  -0.5975

Cartesian forces (eV/Å) of the 2 atoms listed first:
Cl -0.11 -1.86 -1.71
Cl 0.21 0.18 0.39

HOMO level (eV): -10.9
HOMO-LUMO gap (eV): 10.0
Charge: 0
ΔE to the lowest compared entry with this formula, charge and spin (eV): 0.668



Record 9
The following is a DFT calculation (ωB97M-V/def2-TZVPD) of a structure of composition Cl2F2O8Sr4.

Last column: Löwdin charge in e.
Geometry (Å):
Sr1 -0.737 1.855 -1.303  1.7276
Cl1 1.143 -1.318 -2.584  0.7302
Sr2 1.383 4.151 1.107  1.8203
O1 1.593 -0.798 -3.827  -0.2297
Cl2 -1.920 -0.948 1.503  0.6625
O2 -0.700 -1.418 2.164  -0.4054
O3 -2.626 -1.995 0.943  -0.1411
O4 0.809 -0.053 -1.770  -0.6558
O5 -1.433 -0.035 0.432  -0.5490
O6 2.172 -1.895 -1.729  -0.4267
O7 -2.691 -0.085 2.358  -0.3264
Sr3 -0.243 1.254 2.856  1.6716
Sr4 3.065 -0.728 0.760  1.8129
O8 0.018 -2.164 -2.715  -0.2024
F1 -0.985 2.954 1.221  -0.7416
F2 1.152 1.224 0.584  -0.7468

Cartesian forces (eV/Å) of the 2 atoms listed first:
Sr -0.69 -2.70 0.15
Cl -0.89 1.44 -1.21

HOMO level (eV): -21.2
HOMO-LUMO gap (eV): 4.9
Charge: +4
ΔE to the lowest compared entry with this formula, charge and spin (eV): 0.000



| no. | molecular weight (g mol⁻¹) |
| --- | --- |
| 1 | 140.141 |
| 2 | 172.208 |
| 3 | 123.118 |
| 4 | 320.350 |
| 5 | 142.553 |
| 6 | 821.672 |
| 7 | 472.712 |
| 8 | 108.902 |
| 9 | 587.374 |